# 1
Below is a molecular structure, C17H12F5N4O5S2V at a distorted geometry, with properties calculated with ωB97M-V/def2-TZVPD.

XYZ file:
```
46
Properties=species:S:1:pos:R:3:forces:R:3
V 8.3836 9.2601 10.1616 0.1 0.0 -0.2
O 5.2418 8.8742 12.8647 0.5 1.1 0.0
C 6.3055 9.3153 12.1615 -0.8 -0.5 -0.2
O 6.3157 9.3488 10.9356 -0.1 0.6 1.5
C 7.4172 9.8550 13.0561 1.1 0.3 -1.6
O 8.4374 10.3450 12.1135 -0.4 0.1 1.3
C 9.7769 10.1433 12.6735 -0.4 -0.1 -0.5
C 10.3643 8.7667 12.2153 -0.1 0.5 0.6
O 11.2582 8.3903 12.9685 0.1 -0.4 -0.5
O 9.8631 8.2343 11.1696 0.2 0.3 0.8
H 4.5013 8.7196 12.2628 0.2 -0.3 -0.2
H 7.8767 9.0366 13.6162 -0.4 0.0 0.1
H 7.1014 10.6852 13.7226 0.0 -0.5 -0.4
H 9.7186 10.1932 13.7714 0.2 0.0 -0.4
H 10.3881 10.9639 12.2792 0.0 -0.3 0.1
N 8.2922 4.7535 10.8732 0.2 -1.4 -1.0
C 7.8062 6.0005 10.6914 -0.3 1.1 -0.1
S 7.3022 6.7215 12.1732 0.0 -0.1 -0.5
N 7.7464 6.3739 9.3845 -0.7 0.0 0.0
N 7.4631 7.6607 9.0489 0.6 -0.4 -0.2
C 7.0145 7.9838 7.8566 0.4 -0.4 0.5
C 6.9489 9.4253 7.5402 -0.2 1.1 0.0
C 6.4867 10.0630 6.3428 0.3 -0.7 0.3
C 6.4704 11.4499 6.1813 0.7 -0.5 1.8
C 6.8694 12.2307 7.2902 0.0 -1.0 0.2
C 7.2873 11.5521 8.4492 -0.4 0.1 -0.7
N 7.3631 10.2196 8.5568 -0.3 0.5 -0.6
H 8.2469 4.3106 11.7826 -0.2 0.6 -0.3
H 8.2037 4.1271 10.0756 0.3 0.3 0.2
H 6.7837 7.2354 7.0911 0.0 0.1 0.3
H 6.1676 9.4513 5.5093 0.0 -0.2 0.0
H 6.1760 11.8838 5.2438 -0.1 0.1 -0.2
H 6.8629 13.3112 7.2919 0.0 0.0 -0.1
H 7.5452 12.0821 9.3622 0.2 0.1 -0.3
F 13.1659 8.3152 4.5471 0.2 0.0 -0.2
C 12.6068 8.8707 5.6323 -0.1 0.2 0.1
C 11.4899 8.2705 6.1992 0.3 0.4 0.5
F 10.9923 7.1635 5.6469 -0.1 -0.3 -0.1
C 10.9493 8.7948 7.3583 -0.2 0.3 0.7
F 9.9325 8.1274 7.9681 0.6 0.3 -0.8
C 11.3902 9.9981 7.9596 1.0 -0.5 -1.5
S 10.5612 10.7415 9.2429 -0.5 0.4 0.8
C 12.5604 10.5568 7.3502 -0.9 -0.6 0.0
F 13.0753 11.6741 7.8885 0.1 -0.1 -0.3
C 13.1547 10.0129 6.2027 -0.5 0.0 1.0
F 14.2733 10.5578 5.6927 -0.2 0.0 -0.1
```
Forces are in eV/Å.

Calculated values
* multiplicity: 4
* LUMO level (spin up / spin down): 2.2 / 2.1 eV
* ⟨S²⟩: 3.759
* electronic energy: -3490.055215 a.u.
* HOMO energy (spin up / spin down): -4.043 / -4.302 eV
* net charge: -1
* ΔE to the lowest compared entry with this formula, charge and spin: 0.000 eV
* HOMO-LUMO gap (spin up / spin down): 6.27 / 6.40 eV


# 2
Below is 2 unconnected molecules or ions with the total composition C17H12FN2O2S at a distorted geometry, with properties calculated with ωB97M-V/def2-TZVPD.

XYZ file:
```
35
Properties=species:S:1:pos:R:3:forces:R:3
C 1.7601 0.3512 0.2396 -0.6 0.2 -0.7
C 2.7010 0.0325 1.2149 1.8 -0.1 1.5
N 3.5553 -0.1575 2.0045 -1.5 0.1 -1.2
C 1.6476 -0.4173 -0.9437 0.1 0.2 0.5
C 1.0396 0.1133 -2.1240 0.0 -0.3 -0.2
C 1.0290 -0.6136 -3.3003 -0.2 0.3 0.3
C 1.5532 -1.9156 -3.3363 0.0 -0.3 -0.5
C 1.5348 -2.6650 -4.5611 0.1 -0.7 -1.3
N 1.5371 -3.2682 -5.5647 0.0 0.9 1.6
C 2.0951 -2.4801 -2.1717 0.2 0.2 0.6
C 2.1561 -1.7523 -0.9942 -0.1 -0.3 -0.7
H 1.3265 1.3515 0.2630 0.2 -0.2 0.0
H 0.6008 1.1139 -2.0895 0.2 -0.3 0.0
H 0.6182 -0.1897 -4.2186 0.0 -0.1 0.3
H 2.4811 -3.4995 -2.2053 -0.1 0.2 0.0
H 2.5878 -2.1933 -0.0922 -0.1 0.2 -0.3
F 1.8609 1.3203 4.4792 -1.2 -0.8 0.0
S 0.6102 0.2808 4.3722 1.3 -0.1 -0.4
C -0.2069 0.9494 2.9920 -0.2 0.3 0.1
C -0.5931 0.2003 1.9438 0.4 -0.4 0.9
C -1.5359 0.6600 0.9362 -0.7 0.7 -1.0
C -2.3532 -0.2753 0.2637 0.3 0.4 0.5
C -3.4260 0.1561 -0.5108 0.0 0.4 -0.1
C -3.6553 1.5281 -0.7033 0.4 -0.2 0.1
C -2.7627 2.4613 -0.1570 0.1 -0.2 0.2
C -1.7216 2.0371 0.6724 -0.2 -0.6 -0.1
O 1.1759 -0.9905 4.0425 -0.5 0.6 0.5
O -0.1366 0.4933 5.5779 0.3 0.0 -0.6
H -0.4445 2.0074 3.1196 -0.1 -0.4 0.0
H -0.3538 -0.8662 1.9220 0.1 0.4 0.1
H -2.1558 -1.3390 0.4111 -0.1 0.3 -0.1
H -4.0940 -0.5732 -0.9704 0.2 0.2 0.1
H -4.5119 1.8685 -1.2889 0.3 -0.1 0.1
H -2.8805 3.5264 -0.3670 0.0 -0.3 0.1
H -1.0386 2.7452 1.1444 -0.3 -0.1 -0.3
```
Forces are in eV/Å.

Calculated values
* LUMO level: 2.1 eV
* electronic energy: -1413.077645 a.u.
* HOMO energy: -3.348 eV
* net charge: -1
* HOMO-LUMO gap: 5.45 eV


# 3
Below is a single C17H12N2O6 molecule at a distorted geometry, with properties calculated with ωB97M-V/def2-TZVPD.

XYZ file:
```
37
Properties=species:S:1:pos:R:3:forces:R:3
O 0.8449 0.6717 -6.0858 0.0 0.0 0.1
C 0.1162 0.8460 -5.1398 0.3 0.0 -0.6
O -1.0692 1.4614 -5.2614 -0.5 0.2 0.2
H -1.2053 1.7303 -6.1829 0.3 -0.2 0.1
C 0.4171 0.4144 -3.7588 0.1 -0.1 0.4
C 1.5888 -0.3002 -3.5217 -0.3 0.2 -0.1
C 1.9103 -0.7053 -2.2433 0.1 0.0 0.0
C 1.0647 -0.4059 -1.1794 -0.1 0.1 -0.4
C -0.1440 0.2780 -1.4235 0.3 -0.1 -0.3
C -0.4507 0.6960 -2.7078 0.1 0.0 -0.2
H -1.3602 1.2432 -2.8900 0.0 0.0 0.0
N -1.0251 0.4980 -0.3533 0.2 -0.3 0.3
C -1.9548 1.4947 -0.2327 0.3 -0.2 0.1
O -2.1234 2.3933 -1.0276 -0.1 0.0 0.0
C -2.7355 1.3831 1.0107 -0.9 0.9 0.1
C -3.7509 2.1770 1.4777 0.7 -0.4 -0.5
C -4.1440 1.6274 2.7167 0.3 -0.5 0.2
C -3.3440 0.5433 2.9172 -0.6 0.4 0.4
O -2.4887 0.3830 1.8972 0.4 -0.2 -0.3
H -3.2891 -0.1689 3.7171 0.1 -0.1 0.0
H -4.9136 1.9873 3.3675 -0.1 0.0 0.2
H -4.1506 3.0377 0.9836 0.0 0.2 -0.2
H -1.0196 -0.1930 0.3847 -0.1 0.1 -0.1
N 1.3880 -0.7395 0.1373 -0.4 0.2 0.3
C 2.3128 -1.6462 0.5844 -0.3 0.1 0.0
O 2.9851 -2.3694 -0.1181 0.1 0.0 0.1
C 2.3960 -1.6760 2.0532 0.9 -0.8 0.5
C 3.1964 -2.4367 2.8663 -0.5 0.4 -0.7
C 2.8730 -2.0729 4.1907 -0.4 0.4 0.1
C 1.9025 -1.1219 4.0925 0.4 -0.4 0.6
O 1.6036 -0.8720 2.8100 -0.2 0.2 -0.4
H 1.3655 -0.5665 4.8363 -0.1 0.1 0.0
H 3.3016 -2.4633 5.0904 0.0 0.0 0.2
H 3.9170 -3.1568 2.5394 0.1 -0.1 -0.1
H 0.9248 -0.1997 0.8566 0.2 -0.1 -0.1
H 2.8183 -1.2521 -2.0520 0.0 0.0 0.0
H 2.2421 -0.5195 -4.3515 0.1 0.0 -0.1
```
Forces are in eV/Å.

Calculated values
* structure (SMILES): O=C(O)c1ccc(NC(=O)c2ccco2)c(NC(=O)c2ccco2)c1
* LUMO level: 0.0 eV
* electronic energy: -1216.012770 a.u.
* HOMO energy: -8.548 eV
* HOMO-LUMO gap: 8.59 eV


# 4
Below is a molecular structure, C17H12N3O4PtSe2, with properties calculated with ωB97M-V/def2-TZVPD.

XYZ file:
```
39
Properties=species:S:1:pos:R:3:forces:R:3
Pt -0.5410 0.0419 0.3369 0.0 -0.2 0.1
O 2.2183 0.0712 -3.4325 -0.1 0.3 -0.1
C 1.4657 0.1051 -2.3329 0.2 -0.8 0.0
O 0.2614 0.0777 -2.3436 -0.1 0.3 0.0
C 2.3021 0.0172 -1.0928 -0.1 0.2 0.1
C 3.6780 -0.0098 -1.1321 0.2 0.0 0.0
C 4.3754 -0.0848 0.0705 0.1 0.0 0.0
C 3.6759 -0.1305 1.2583 0.0 0.0 0.0
C 2.2858 -0.0967 1.2199 0.0 0.0 -0.1
N 1.6321 -0.0297 0.0655 -0.1 0.2 -0.2
C 1.4640 -0.1189 2.5045 -0.2 0.0 0.1
O 2.0763 -0.2323 3.5443 -0.2 0.0 0.0
O 0.1799 -0.0056 2.3557 0.4 0.0 0.2
H 1.6278 0.0866 -4.2009 0.0 0.0 0.0
H 4.1917 0.0283 -2.0814 0.0 0.0 0.0
H 5.4581 -0.1061 0.0685 0.0 0.0 0.0
H 4.1563 -0.1900 2.2249 0.0 0.0 0.0
Se -3.5386 0.7499 -0.6067 0.0 0.0 0.0
Se -3.1052 -0.7012 1.1888 -0.2 0.0 0.0
C -2.2862 -2.2301 0.3352 0.0 0.0 0.0
C -2.9616 -3.4237 0.1969 0.0 -0.1 0.0
C -2.2593 -4.5077 -0.3202 0.0 0.0 0.0
C -0.9327 -4.3503 -0.6808 0.0 -0.1 0.0
C -0.3337 -3.1124 -0.5121 0.0 0.1 0.0
N -1.0004 -2.0776 -0.0042 0.0 0.0 0.0
C -2.4992 2.2611 0.0082 0.1 -0.1 0.0
C -3.0990 3.5061 0.0121 0.0 0.1 0.0
C -2.3532 4.5966 0.4380 -0.1 0.1 0.0
C -1.0554 4.4033 0.8771 0.0 0.1 0.0
C -0.5312 3.1256 0.8538 -0.1 -0.1 -0.1
N -1.2341 2.0813 0.4037 0.1 0.0 0.0
H -4.0001 -3.5031 0.4878 0.0 0.0 0.0
H -2.7506 -5.4649 -0.4415 0.0 0.0 0.0
H -0.3597 -5.1736 -1.0856 0.0 0.0 0.0
H 0.7010 -2.9378 -0.7790 0.0 0.0 0.0
H -4.1303 3.6110 -0.2944 0.0 0.0 0.0
H -2.7960 5.5847 0.4506 0.0 0.0 0.0
H -0.4547 5.2244 1.2431 0.0 0.0 0.0
H 0.4724 2.9147 1.1964 0.0 0.0 0.0
```
Forces are in eV/Å.

Calculated values
* multiplicity: 3
* LUMO level (spin up / spin down): -3.8 / -4.0 eV
* ⟨S²⟩: 2.007
* electronic energy: -6042.228648 a.u.
* HOMO energy (spin up / spin down): -10.933 / -11.771 eV
* net charge: +1
* HOMO-LUMO gap (spin up / spin down): 7.17 / 7.76 eV


# 5
Below is a molecular structure, C17H13AuNO3S5 at a distorted geometry, with properties calculated with ωB97M-V/def2-TZVPD.

XYZ file:
```
40
Properties=species:S:1:pos:R:3:forces:R:3
Au 1.0258 0.5060 0.6551 0.2 0.3 0.2
O -0.3525 0.7119 7.2761 0.0 0.0 0.0
C -0.1557 0.6256 6.0919 0.0 0.0 0.0
S -1.1532 1.4244 4.8651 0.0 0.0 0.0
C -0.2723 0.8358 3.4709 0.0 0.1 0.0
C 0.7731 0.0360 3.7049 -0.2 -0.1 0.0
S 1.6723 -0.7834 2.4447 0.2 0.2 0.1
S 1.1836 -0.2865 5.3767 -0.1 -0.1 0.0
S -0.7860 1.3247 1.8731 0.0 0.0 -0.1
O -0.8832 -1.2388 -0.6182 -0.1 -0.1 -0.2
S -1.2647 -1.4947 -2.0391 0.0 -0.1 0.1
C -1.0080 0.0251 -2.9773 0.3 -0.1 0.4
C -1.3365 1.2416 -2.3559 -2.1 -0.3 -1.8
C -1.2757 2.3620 -3.2050 0.4 0.2 0.4
C -0.8242 2.3056 -4.5069 0.1 0.1 0.0
C -0.4664 1.0889 -5.0735 0.0 0.0 0.1
C -0.5739 -0.0492 -4.2947 0.2 -0.1 0.0
C 0.0663 -2.4710 -2.7342 0.0 0.0 -0.1
C -0.2363 -3.6620 -3.3720 0.0 0.0 0.0
C 0.7970 -4.4435 -3.8773 0.0 0.0 0.0
C 2.1119 -4.0299 -3.7246 0.0 0.0 0.0
C 2.4045 -2.8350 -3.0734 0.0 0.0 0.0
C 1.3792 -2.0474 -2.5817 0.0 0.0 0.0
H 0.4504 2.5146 -0.7231 0.1 0.0 0.1
H -1.5985 3.3142 -2.7959 -0.1 0.0 0.0
H -0.7843 3.2148 -5.0952 0.0 0.0 0.0
H -0.1201 1.0255 -6.0963 0.0 0.0 0.0
H -0.3114 -1.0115 -4.7162 0.0 0.0 0.0
H -1.2692 -3.9752 -3.4671 0.0 0.0 0.0
H 0.5735 -5.3748 -4.3823 0.0 0.0 0.0
H 2.9166 -4.6420 -4.1129 0.0 0.0 0.0
H 3.4285 -2.5075 -2.9485 0.0 0.0 0.0
H 1.5961 -1.1071 -2.0927 0.0 0.0 0.0
N 3.7645 -0.1418 -0.7868 0.0 0.0 0.0
C 2.7646 0.0779 -0.2556 -0.1 -0.2 -0.1
C -2.4108 1.3084 -1.2921 0.6 0.1 0.6
O 0.4220 1.5802 -0.9606 0.4 0.1 0.4
H -3.3757 1.1854 -1.7891 0.0 0.0 0.0
H -2.4037 2.2842 -0.8053 0.0 0.0 0.0
H -2.3047 0.5482 -0.5239 0.0 0.0 0.0
```
Forces are in eV/Å.

Calculated values
* LUMO level: 2.4 eV
* electronic energy: -3062.769086 a.u.
* HOMO energy: -4.567 eV
* net charge: -1
* HOMO-LUMO gap: 7.01 eV


# 6
Below is a single C17H13ClF3NO3 molecule, with properties calculated with ωB97M-V/def2-TZVPD.

XYZ file:
```
38
Properties=species:S:1:pos:R:3:forces:R:3
O -0.1140 -2.0189 -1.1670 0.2 0.1 -0.3
C -0.5215 -2.1279 -0.0344 0.2 -0.2 0.5
N -1.8209 -2.2567 0.2953 -0.4 -0.1 0.1
H -2.1020 -2.2310 1.2625 0.2 0.1 0.0
C -2.8745 -2.1363 -0.6909 0.0 -0.1 -0.2
C -3.7339 -0.9198 -0.4614 -0.1 0.0 0.1
C -3.1544 0.2918 -0.1009 -0.1 -0.1 0.0
C -3.9383 1.4121 0.1052 -0.1 0.0 0.0
C -5.3118 1.3223 -0.0550 0.1 -0.2 0.0
C -5.9059 0.1245 -0.4168 0.0 0.1 0.0
C -5.1123 -0.9912 -0.6144 0.2 0.0 0.0
H -5.5739 -1.9265 -0.8957 -0.1 -0.1 0.0
H -6.9760 0.0659 -0.5386 -0.1 0.0 0.0
Cl -6.2978 2.7199 0.2016 -0.1 0.2 0.0
H -3.4863 2.3499 0.3864 0.0 0.1 0.0
H -2.0842 0.3637 0.0215 0.1 0.0 0.0
H -2.3727 -2.0650 -1.6619 -0.1 -0.1 0.1
H -3.4895 -3.0422 -0.6795 0.0 0.1 -0.1
C 0.4441 -2.1827 1.1644 -0.3 0.0 -0.2
H -0.0572 -1.8757 2.0885 0.1 -0.1 -0.1
H 0.8533 -3.1893 1.2672 -0.1 0.1 0.0
O 1.5564 -1.3407 0.9135 0.2 -0.1 0.0
C 1.2437 -0.0655 0.6633 -0.2 0.3 0.1
O 0.1168 0.3635 0.7447 0.1 0.0 0.0
C 2.4230 0.7590 0.3030 0.2 0.1 -0.1
C 3.7004 0.2109 0.2428 0.0 0.1 0.0
C 4.7655 1.0264 -0.1009 0.1 0.0 0.0
C 4.5723 2.3732 -0.3920 -0.1 -0.2 0.1
C 3.2975 2.9088 -0.3341 0.1 0.0 0.0
C 2.2259 2.1064 0.0131 -0.1 -0.2 0.1
H 1.2233 2.5032 0.0640 -0.1 0.0 0.0
H 3.1433 3.9521 -0.5606 0.0 0.1 0.0
H 5.4180 2.9887 -0.6591 0.1 0.1 0.0
C 6.1618 0.4730 -0.1835 0.3 0.0 0.0
F 6.6200 0.4456 -1.4488 -0.1 0.1 -0.2
F 6.2685 -0.7753 0.2865 -0.2 -0.2 0.1
F 7.0415 1.2182 0.5107 -0.1 0.2 0.1
H 3.8518 -0.8341 0.4613 0.0 0.0 0.0
```
Forces are in eV/Å.

Calculated values
* structure (SMILES): O=C(COC(=O)c1cccc(C(F)(F)F)c1)NCc1ccc(Cl)cc1
* LUMO level: 0.0 eV
* electronic energy: -1695.954211 a.u.
* HOMO energy: -9.027 eV
* HOMO-LUMO gap: 9.04 eV